# 1
Here is a cluster of 9 separate species, C4H27N2O8 in total in a non-equilibrium geometry from OMol25. Energies are from the ωB97M-V functional and the def2-TZVPD basis.

Geometry as XYZ:
```
41
Properties=species:S:1:pos:R:3
C 2.108 -0.574 2.230
C 0.840 -0.679 3.106
C -0.236 0.444 2.801
N -0.858 -0.959 0.371
C -0.559 0.320 0.400
N -0.058 1.010 1.475
H 2.938 -0.726 2.954
H 2.120 -1.301 1.536
H 2.355 0.361 1.636
H 1.127 -0.669 4.190
H 0.590 -1.625 2.962
H 0.205 1.323 3.406
H -1.331 0.313 2.889
H -0.975 -1.362 -0.514
H -0.915 -1.466 1.232
H -0.501 0.773 -0.615
H 0.413 1.883 1.176
H -4.261 -1.679 -0.234
H -3.404 -0.499 0.171
O -3.442 -1.296 -0.395
H -3.021 2.514 -0.304
H -2.829 2.525 -1.810
O -2.362 2.156 -0.911
H 1.610 0.336 -1.355
H 1.695 1.763 -1.958
O 1.583 1.309 -1.151
H 3.913 -1.376 0.625
H 3.017 -1.639 -0.443
O 3.495 -0.849 -0.065
H 1.287 -3.972 -1.502
H 1.347 -2.431 -1.197
O 1.728 -3.132 -1.496
H -0.427 4.127 -0.361
H 0.779 4.431 0.368
O 0.308 3.626 0.060
H -1.126 0.993 -3.338
H -0.859 1.567 -1.836
O -0.715 1.734 -2.813
H -1.190 -3.019 -2.642
H -2.275 -2.553 -1.719
O -1.444 -3.050 -1.661
```

As for the HOMO energy (alpha / beta): -0.6278 / -0.6254 Eh. The value obtained for the HOMO-LUMO gap (alpha / beta) is 8.7 / 4.0 eV. Its molar mass is 231.3 Da. Its total energy is -879.208258 a.u. The calculation puts the relative energy (zero: lowest compared OMol25 entry of this formula, charge and spin) at 340.0 kJ/mol. The calculation puts the LUMO energy (alpha / beta) at -8.3545 / -12.9967 eV. As for the expectation value of S²: 0.771. Its spin multiplicity is 2. As for the total charge: +2.


# 2
Here is a cluster of 9 separate species, C4H27N2O9 in total in a non-equilibrium geometry from OMol25. Energies are from the ωB97M-V functional and the def2-TZVPD basis.

Geometry as XYZ:
```
42
Properties=species:S:1:pos:R:3
O 0.502 3.006 1.794
C 0.254 1.855 1.549
C 1.132 1.328 0.357
C 1.918 0.148 0.926
C 2.485 -0.921 -0.015
N 1.685 -2.130 0.062
N 0.177 0.687 -0.656
H -0.415 1.159 2.063
H 1.677 2.076 -0.210
H 1.357 -0.455 1.663
H 2.738 0.652 1.448
H 3.601 -1.047 0.024
H 2.569 -0.637 -1.103
H 1.552 -2.422 1.024
H 2.072 -2.952 -0.385
H -0.197 1.331 -1.356
H 0.568 -0.073 -1.233
H -0.500 0.095 -0.167
H -0.187 -0.040 -4.624
H 0.273 -1.424 -4.183
O 0.526 -0.502 -4.182
H -4.383 -0.591 0.406
H -4.210 -2.051 0.592
O -3.697 -1.272 0.332
H -1.666 -1.981 -0.163
H -1.986 -2.443 -1.679
O -1.623 -1.772 -1.107
H 2.271 2.199 -3.032
H 1.619 0.635 -3.367
O 1.903 1.355 -2.772
H -4.188 2.407 -0.229
H -3.725 1.438 0.920
O -4.481 1.759 0.422
H 0.547 -1.994 3.714
H -0.986 -1.979 3.180
O -0.161 -1.507 3.276
H 2.900 -2.840 3.822
H 2.759 -1.578 3.021
O 3.021 -1.888 3.897
H -2.259 1.727 -3.437
H -1.949 0.579 -2.379
O -2.031 1.527 -2.530
```

As for the HOMO energy: -0.4681 Eh. The value obtained for the HOMO-LUMO gap is 9.8 eV. Its molar mass is 247.3 Da. Its total energy is -954.987012 a.u. The calculation puts the relative energy (zero: lowest compared OMol25 entry of this formula, charge and spin) at 367.4 kJ/mol. The calculation puts the LUMO energy at -2.9329 eV. Its spin multiplicity is 1. As for the total charge: +1.


# 3
Here is a cluster of 10 separate species, C4H27NO10 in total in a non-equilibrium geometry from OMol25. Energies are from the ωB97M-V functional and the def2-TZVPD basis.

Geometry as XYZ:
```
42
Properties=species:S:1:pos:R:3
C 0.328 3.057 -0.173
N -0.540 2.022 -0.496
C -0.086 0.043 -2.086
C 0.009 0.633 -0.632
C -0.824 -0.221 0.291
O 1.500 2.711 0.017
H -0.097 4.049 -0.039
H -1.468 2.265 -0.854
H -1.008 -0.491 -2.244
H 0.798 -0.554 -2.216
H -0.081 0.999 -2.666
H 1.076 0.682 -0.406
H -0.582 -0.076 1.353
H -1.848 0.039 0.117
H -0.781 -1.310 0.087
H 3.507 1.312 -1.061
H 4.437 0.399 -1.428
O 3.611 0.363 -0.919
H -3.669 -1.142 -2.902
H -4.382 -0.121 -1.954
O -3.616 -0.267 -2.513
H 1.346 -3.950 2.495
H 1.854 -2.592 2.733
O 1.156 -3.188 3.066
H -2.575 2.671 -2.962
H -3.234 1.590 -2.214
O -2.764 2.436 -2.045
H -3.088 -2.949 -0.813
H -3.868 -2.166 0.221
O -3.768 -2.241 -0.739
H 3.225 2.442 0.439
H 4.367 1.981 1.336
O 4.202 2.293 0.441
H -1.349 -3.541 2.169
H -0.526 -2.540 2.873
O -1.360 -2.593 2.366
H 0.201 1.582 3.716
H -0.766 1.080 2.710
O -0.666 1.799 3.347
H 3.697 -2.949 0.545
H 3.857 -1.505 0.116
O 3.776 -2.054 0.923
```

As for the HOMO energy (alpha / beta): 0.0168 / -0.2472 Eh. The value obtained for the HOMO-LUMO gap (alpha / beta) is 2.3 / 9.4 eV. Its molar mass is 249.3 Da. Its total energy is -975.705295 a.u. The calculation puts the relative energy (zero: lowest compared OMol25 entry of this formula, charge and spin) at 22.4 kJ/mol. The calculation puts the LUMO energy (alpha / beta) at 2.7134 / 2.6585 eV. As for the expectation value of S²: 0.750. Its spin multiplicity is 2. As for the total charge: -1.


> The lowest relative energy (zero: lowest compared OMol25 entry of this formula, charge and spin) belongs to which entry?

C4H27NO10


> Look up the molar mass of the third one.

249.3 Da


> Which value of molar mass does entry 3 give?

249.3 Da